1.
{
  "formula": "C32H66AlN2O7S2",
  "method": "wB97M-V/def2-TZVPD",
  "elements": ["C", "C", "C", "O", "O", "C", "C", "C", "C", "C", "C", "Al", "C", "C", "C", "C", "C", "C", "C", "C", "C", "O", "C", "C", "N", "C", "N", "C", "C", "C", "H", "H", "H", "H", "H", "H", "H", "H", "H", "H", "H", "H", "H", "H", "H", "H", "H", "H", "H", "H", "H", "H", "H", "H", "H", "H", "H", "H", "H", "H", "H", "H", "H", "H", "H", "H", "H", "H", "H", "H", "H", "H", "H", "H", "H", "H", "H", "H", "H", "H", "C", "C", "C", "S", "O", "O", "C", "H", "H", "H", "H", "H", "H", "H", "H", "C", "C", "C", "S", "O", "O", "C", "H", "H", "H", "H", "H", "H", "H", "H"],
  "positions_angstrom": [[-1.4765, 5.0522, 1.9340], [-1.9635, 4.0056, 2.6324], [-3.1004, 3.1678, 2.1484], [-4.1866, 3.0750, 2.6672], [-2.8418, 2.5408, 0.9841], [-1.8465, 1.4720, 1.0170], [-2.1195, 0.4341, 2.0966], [-1.1954, 0.5304, 3.3298], [-0.1166, -0.5733, 3.3036], [-0.6698, -1.8815, 3.8589], [0.2576, -3.1039, 3.7242], [1.2650, -3.2832, 1.9584], [2.3117, -5.0271, 1.8648], [2.5931, -5.5842, 0.4586], [3.1062, -4.5677, -0.5686], [2.6299, -4.8735, -2.0099], [3.6981, -4.6016, -3.0858], [3.1162, -3.9697, -4.3517], [2.0249, -4.8017, -5.0500], [2.3876, -6.2787, -5.1866], [1.5203, -7.0284, -6.1901], [0.3446, -7.5127, -5.5434], [-0.0067, -8.8158, -5.9339], [-0.0930, -3.0999, 0.4262], [-0.4540, -4.4218, -0.1435], [-1.2806, -5.2005, 0.7592], [2.5337, -1.8464, 1.8753], [3.4566, -1.8444, 3.0087], [4.0176, -0.4524, 3.3398], [4.6728, 0.2425, 2.1485], [-2.1942, 5.7115, 1.4450], [-0.4253, 5.2228, 1.7488], [-1.5054, 3.7376, 3.5814], [-1.9149, 1.0209, 0.0310], [-0.8612, 1.9297, 1.1259], [-1.9634, -0.5499, 1.6498], [-3.1676, 0.4770, 2.3986], [-1.7953, 0.3690, 4.2308], [-0.7335, 1.5177, 3.3944], [0.7677, -0.2397, 3.8508], [0.1955, -0.6942, 2.2642], [-0.9070, -1.6911, 4.9155], [-1.6168, -2.0863, 3.3457], [-0.3603, -4.0048, 3.8364], [0.9560, -3.1105, 4.5701], [1.6922, -5.7810, 2.3762], [3.2267, -4.9675, 2.4658], [3.3765, -6.3550, 0.5439], [1.7238, -6.1029, 0.0559], [4.1995, -4.5632, -0.6042], [2.7743, -3.5549, -0.3384], [2.2399, -5.8908, -2.0732], [1.7873, -4.2148, -2.2395], [4.4132, -3.8815, -2.6800], [4.2335, -5.5175, -3.3484], [3.9042, -3.7764, -5.0883], [2.6848, -2.9981, -4.0939], [1.0984, -4.7133, -4.4786], [1.8472, -4.3630, -6.0359], [2.2607, -6.7758, -4.2247], [3.4333, -6.3732, -5.4958], [2.0751, -7.8886, -6.5802], [1.2265, -6.3891, -7.0292], [-0.0198, -8.9205, -7.0250], [-0.9928, -9.0313, -5.5282], [0.7030, -9.5563, -5.5431], [0.4076, -2.5346, -0.3668], [-0.9821, -2.5565, 0.7924], [-0.9801, -4.2687, -0.9973], [-1.2654, -6.2533, 0.4540], [-2.3384, -4.8951, 0.7754], [-0.8849, -5.1568, 1.7738], [3.1189, -1.9524, 1.0532], [2.9515, -2.2207, 3.9034], [4.3204, -2.5088, 2.8383], [4.7615, -0.5706, 4.1386], [3.2310, 0.1791, 3.7621], [4.6804, 1.3256, 2.2846], [4.1317, 0.0355, 1.2262], [5.7052, -0.0976, 2.0342], [1.0348, 8.6439, -1.9238], [-0.3026, 8.7524, -1.1774], [-0.6131, 7.3735, -0.5845], [0.9788, 6.5838, -0.3050], [1.0886, 5.4384, -1.1705], [1.2413, 6.4786, 1.1088], [1.9807, 7.9059, -0.9817], [1.4289, 9.6224, -2.1962], [0.9005, 8.0672, -2.8414], [-0.2126, 9.4875, -0.3750], [-1.1073, 9.0803, -1.8332], [-1.1457, 7.4388, 0.3581], [-1.1718, 6.7495, -1.2787], [2.8500, 7.4777, -1.4748], [2.2919, 8.5397, -0.1519], [-5.9793, 5.3620, 1.4455], [-6.9960, 6.4892, 1.2145], [-6.2192, 7.7146, 0.7166], [-4.7682, 7.0708, -0.1301], [-3.5912, 7.4849, 0.5998], [-4.8751, 7.3319, -1.5443], [-5.0887, 5.3436, 0.2061], [-6.4637, 4.4010, 1.5993], [-5.3789, 5.5760, 2.3310], [-7.7194, 6.1797, 0.4572], [-7.5514, 6.7228, 2.1217], [-6.7894, 8.3175, 0.0145], [-5.8690, 8.3359, 1.5386], [-4.1449, 4.8221, 0.3472], [-5.6118, 4.9361, -0.6583]],
  "forces_ev_per_angstrom": [[-0.9000, -0.5949, -0.0826], [0.6629, 0.5544, 0.0117], [-0.9714, 0.7455, 0.6774], [0.1342, 0.0699, -0.0422], [-0.2157, -0.3457, 0.0354], [0.0844, 0.0768, -0.1428], [0.2225, -0.0305, 0.2693], [-0.0521, -0.4762, 0.0622], [-0.3418, 0.5281, -0.2253], [0.3398, -0.0829, 0.0213], [0.0225, 0.1090, -0.2391], [0.1770, 0.3061, 0.0998], [-0.8606, -0.1530, -0.0878], [0.8156, -0.0844, 0.4083], [-0.2553, -0.3854, -0.7683], [0.1175, 0.4520, -0.0936], [-0.3647, 0.2378, -0.0414], [-0.2078, -0.2217, -0.2876], [0.1697, 0.1032, 0.4225], [-0.1895, 0.2379, -0.3962], [-0.0044, -0.3828, 0.4001], [-0.0481, 0.1379, -0.0601], [0.1317, 0.0105, -0.0394], [0.6055, -0.5180, 0.3862], [-0.1466, 0.4295, 0.0093], [0.0067, -0.4283, -0.3284], [0.0310, -0.4618, 0.2165], [0.0201, 0.3285, -0.2427], [0.0939, -0.0508, 0.1790], [0.0237, 0.0102, 0.1689], [0.2233, -0.6576, -1.1120], [0.1259, 0.8115, 1.4134], [0.6178, -0.8924, -0.5692], [-0.0314, 0.1655, -0.0713], [0.0590, -0.0668, 0.0112], [-0.0961, -0.0294, -0.0112], [-0.0580, 0.0840, -0.1833], [0.0246, 0.2604, 0.0817], [-0.0566, 0.0441, -0.0017], [0.0520, -0.1712, 0.0586], [0.2388, -0.1117, 0.0562], [-0.2447, -0.0445, -0.0183], [-0.0482, -0.0217, 0.0345], [0.0679, -0.0671, 0.1262], [0.0310, -0.0645, 0.0153], [0.0955, -0.0227, 0.1155], [0.0930, 0.1139, -0.0959], [-0.0947, -0.1260, -0.1653], [-0.2188, 0.2674, 0.0622], [0.0406, 0.0927, 0.3299], [0.0689, 0.0066, 0.1953], [0.0840, -0.0673, -0.0333], [-0.1607, -0.1304, 0.1585], [0.1650, -0.1517, 0.0073], [0.1522, 0.0367, 0.1254], [0.1296, -0.0149, 0.1134], [0.0568, 0.0347, 0.0138], [-0.0882, -0.0472, -0.0956], [-0.0879, -0.0663, -0.0342], [0.2068, -0.0681, 0.0082], [0.0203, 0.0082, 0.0297], [0.0426, 0.0338, -0.0845], [0.0568, -0.0005, -0.0746], [-0.1587, 0.0090, -0.0249], [-0.0327, 0.0060, -0.0380], [0.0184, 0.0177, 0.0363], [-0.2008, 0.2210, -0.0253], [-0.0707, 0.1935, -0.2771], [-0.0192, -0.1762, -0.0432], [-0.0345, -0.0128, 0.0271], [0.0210, 0.1784, 0.1998], [0.0306, 0.1057, 0.0097], [-0.1712, 0.1399, -0.1716], [0.0038, -0.0266, 0.0272], [-0.0122, -0.0785, 0.0535], [-0.0132, 0.0591, 0.0337], [-0.1501, -0.0535, -0.1740], [0.1276, 0.0148, -0.0226], [-0.0833, -0.0101, 0.0158], [0.0090, 0.0192, -0.1198], [-0.0738, -0.0349, 0.0209], [0.0699, -0.0071, -0.0193], [-0.0542, 0.2409, -0.0201], [0.0512, 0.3335, -0.1815], [0.0174, -0.1115, 0.1106], [0.1174, -0.1544, -0.0062], [-0.0009, 0.2221, -0.2073], [0.0010, 0.0020, -0.0106], [0.0306, -0.0087, -0.0039], [0.0089, -0.0138, 0.0134], [-0.0238, -0.0083, 0.0167], [-0.0057, -0.0902, -0.0038], [0.0476, -0.0841, 0.0184], [-0.0075, -0.1109, 0.0739], [-0.0065, -0.0408, 0.0364], [-0.0291, 0.1885, -0.0171], [0.0465, -0.0552, -0.0448], [-0.2774, -0.0165, 0.1450], [-0.2535, -0.1860, -0.0049], [0.0295, 0.0890, -0.0929], [0.1816, 0.0988, -0.0058], [-0.0897, -0.1358, 0.1965], [0.0709, -0.0401, 0.0162], [0.0298, -0.0730, 0.0030], [0.0123, 0.0033, -0.0148], [-0.0037, 0.0082, -0.0009], [0.1065, 0.0503, -0.0507], [0.1037, -0.0177, -0.0258], [0.0396, 0.0508, -0.0994], [0.0301, 0.0362, -0.0439]],
  "charge": -1,
  "e_homo_ev": -4.1
}



2.
{
  "formula": "C28H39GeI2NO5SSe2Te2Ti",
  "method": "wB97M-V/def2-TZVPD",
  "elements": ["Ti", "C", "C", "C", "C", "O", "Ge", "O", "C", "C", "C", "C", "O", "C", "C", "C", "C", "H", "H", "H", "H", "H", "H", "H", "H", "H", "H", "H", "H", "H", "H", "H", "H", "H", "H", "H", "H", "H", "H", "H", "H", "H", "H", "H", "I", "C", "C", "C", "I", "C", "C", "C", "C", "N", "C", "C", "O", "H", "H", "H", "H", "Se", "Te", "Te", "Se", "C", "S", "O", "C", "C", "C", "C", "C", "C", "H", "H", "H", "H", "H", "H", "H", "H"],
  "positions_angstrom": [[-0.0034, 0.4445, 0.0050], [-2.3014, -2.9953, -1.4857], [-2.7882, -1.6829, -0.8618], [-3.3604, -1.9689, 0.5326], [-3.9232, -1.0962, -1.7094], [-1.6906, -0.7571, -0.7868], [-1.1438, 0.0338, -2.5754], [-1.5351, 1.7043, -1.9102], [-2.1975, 2.7520, -2.6640], [-1.6739, 4.1185, -2.2316], [-3.6935, 2.6877, -2.3670], [-1.9312, 2.5422, -4.1568], [0.9848, 0.2366, -1.4613], [2.1420, 0.3873, -2.2865], [1.9044, -0.2836, -3.6468], [2.4448, 1.8733, -2.5274], [3.3550, -0.2574, -1.5993], [-3.1216, -3.7023, -1.5578], [-1.9078, -2.8099, -2.4884], [-1.5164, -3.4365, -0.8739], [-4.1239, -2.7368, 0.4498], [-2.5899, -2.3278, 1.2110], [-3.8226, -1.0746, 0.9481], [-4.7763, -1.7670, -1.7106], [-4.2329, -0.1368, -1.2972], [-3.5985, -0.9595, -2.7422], [-1.8912, 4.2964, -1.1798], [-0.5996, 4.2125, -2.3930], [-2.1775, 4.8860, -2.8094], [-3.8638, 2.8349, -1.3009], [-4.2101, 3.4750, -2.9067], [-4.0996, 1.7262, -2.6804], [-0.8586, 2.4201, -4.3344], [-2.4513, 1.6484, -4.5152], [-2.2796, 3.3974, -4.7276], [1.1580, 0.2776, -4.2178], [2.8304, -0.3009, -4.2151], [1.5515, -1.3079, -3.5130], [1.5557, 2.3853, -2.9104], [2.7724, 2.3664, -1.6065], [3.2436, 1.9781, -3.2558], [3.1994, -1.3279, -1.4656], [4.2429, -0.1117, -2.2086], [3.5311, 0.2027, -0.6234], [3.0867, 2.2735, 2.9410], [3.2790, 0.2756, 2.3222], [4.4352, -0.4531, 2.5971], [4.5684, -1.7392, 2.1429], [6.3511, -2.7889, 2.6003], [3.5496, -2.3467, 1.3769], [3.6239, -3.6277, 0.8012], [2.5885, -4.0803, 0.0263], [1.4603, -3.2662, -0.1531], [1.3302, -2.0776, 0.3851], [2.3612, -1.6098, 1.1256], [2.2234, -0.2830, 1.6248], [1.1035, 0.3746, 1.3918], [5.2308, 0.0049, 3.1620], [4.5005, -4.2313, 0.9731], [2.6272, -5.0510, -0.4405], [0.6356, -3.6145, -0.7620], [-2.8152, 4.1668, 1.5512], [-0.5259, 3.5619, 1.8845], [0.8544, 5.5608, 0.7166], [0.5325, 2.6965, -0.1450], [-2.7968, 1.1799, 3.5480], [-1.9625, 0.0724, 2.3878], [-1.3163, 1.0006, 1.3451], [-0.5776, -0.4748, 3.3970], [0.1530, 0.3288, 4.2562], [1.2359, -0.2112, 4.9327], [1.5880, -1.5387, 4.7382], [0.8562, -2.3397, 3.8748], [-0.2331, -1.8065, 3.2084], [-3.1631, 0.5471, 4.3468], [-3.6251, 1.6527, 3.0270], [-2.1520, 1.9580, 3.9400], [-0.1047, 1.3698, 4.4022], [1.7992, 0.4139, 5.6106], [2.4357, -1.9519, 5.2628], [1.1309, -3.3726, 3.7160], [-0.8190, -2.4192, 2.5388]],
  "forces_ev_per_angstrom": [[-1.3380, -1.3956, 0.2596], [0.1212, 0.4074, 0.0449], [-0.5687, -0.7300, 0.1068], [0.2141, 0.1396, -0.4236], [0.4549, 0.1821, 0.2405], [1.5328, 1.2132, -0.6411], [-0.9592, 0.4102, 0.0119], [-0.0513, -1.5182, -0.4100], [-0.0477, 0.3706, -0.3176], [0.1635, -0.3003, 0.0976], [0.3114, -0.1699, 0.0477], [0.0161, -0.1835, 0.3270], [-0.2366, -0.3564, -0.8733], [1.3163, 0.2152, -1.0138], [-0.3471, 0.0782, 0.4254], [-0.3448, -0.0495, 0.3533], [-0.5163, 0.0232, 0.1987], [-0.0984, -0.1133, -0.0606], [0.0007, -0.1024, 0.0078], [0.0314, -0.0154, 0.0445], [-0.0918, -0.1087, -0.0585], [0.0097, -0.0523, -0.0014], [-0.0272, -0.0897, -0.0254], [-0.0868, -0.1078, -0.0556], [-0.0134, 0.0530, -0.0448], [-0.1005, 0.0328, -0.1693], [0.0528, 0.0093, 0.0442], [-0.0133, -0.0081, -0.0367], [-0.1095, 0.1374, -0.1386], [-0.0097, -0.0615, 0.0443], [-0.1018, 0.1113, -0.1071], [-0.0885, -0.0381, 0.0049], [-0.0052, 0.0757, -0.0435], [0.0019, 0.0265, -0.1108], [-0.0672, 0.0457, -0.1105], [0.1018, -0.1051, -0.0531], [0.0573, 0.0195, -0.0202], [0.0243, -0.0300, -0.0470], [0.1049, 0.0101, 0.0223], [-0.0571, -0.0737, -0.1681], [0.0607, -0.1090, -0.1273], [0.0308, -0.0357, -0.0101], [0.0248, 0.0537, -0.1024], [0.0149, -0.0139, -0.0867], [0.2484, -0.2920, -0.0689], [-1.0638, 0.5260, -0.2713], [0.3851, -0.4294, -0.0125], [0.5522, -0.0473, 0.2990], [-0.4215, 0.2887, -0.0953], [-0.4495, 0.1944, -0.0991], [-0.2700, -0.1549, -0.1997], [0.3005, 0.0144, 0.1844], [-0.2351, 0.1135, -0.0060], [-0.0627, 0.0603, -0.0869], [0.2198, 0.0975, 0.2192], [1.2439, -0.2747, 0.4409], [0.7427, -0.7252, 0.7800], [0.0779, 0.0710, 0.0591], [0.0884, -0.1060, -0.0360], [-0.0036, -0.0993, -0.0465], [-0.0385, -0.0246, -0.0364], [-0.0633, -0.0672, -0.0248], [-0.3623, 0.8928, 0.9410], [0.3106, 0.7046, 0.1959], [0.7079, 1.6659, -1.0168], [-0.0182, -0.1560, -0.4103], [0.4747, 0.4567, 1.6667], [-1.1264, 0.1052, 0.3936], [-0.4984, -0.4205, -0.0137], [-0.0969, 0.2472, 0.1366], [-0.2062, 0.0727, -0.0228], [-0.0224, -0.1285, -0.0012], [0.0420, 0.0351, 0.1011], [-0.1842, -0.0116, 0.0038], [-0.0400, -0.2205, 0.1688], [0.0124, -0.0306, -0.1231], [0.1815, -0.0300, -0.0432], [0.0387, 0.0032, -0.0141], [0.0515, 0.0058, 0.0042], [0.0925, -0.0355, 0.0606], [0.0146, -0.0602, 0.0203], [0.0119, -0.0874, -0.0707]],
  "s2": 0.77,
  "spin_multiplicity": 2,
  "charge": 1,
  "relative_energy_kj_mol": 289.7,
  "e_homo_ev": [-10.0, -9.9]
}



3.
{
  "formula": "C3H3PS",
  "method": "wB97M-V/def2-TZVPD",
  "elements": ["C", "C", "S", "C", "P", "H", "H", "H"],
  "positions_angstrom": [[-0.1800, 0.1789, -0.5598], [-1.7644, 0.4132, -0.2253], [-2.1025, 1.6920, 0.7327], [-3.1579, -0.2471, -0.4482], [-4.6167, -0.7624, -0.2528], [0.1213, -0.8363, -0.2032], [0.2233, 0.9815, 0.0241], [-0.0197, 0.3310, -1.5447]],
  "forces_ev_per_angstrom": [[-3.6089, -1.5615, 3.3850], [-1.3872, -0.0247, 0.3851], [0.5261, 0.2591, -0.0408], [2.1654, -0.0780, 0.2506], [1.2149, 0.2271, -0.5351], [-0.1181, 0.8866, -0.4166], [0.6045, 0.0881, 0.2565], [0.6032, 0.2034, -3.2847]],
  "smiles": "CC(=S)C#P",
  "charge": 0,
  "relative_energy_kj_mol": 126.0,
  "e_homo_ev": -8.4
}



4.
{
  "formula": "C4H11NO",
  "method": "wB97M-V/def2-TZVPD",
  "elements": ["C", "C", "O", "H", "H", "H", "H", "C", "N", "C", "H", "H", "H", "H", "H", "H", "H"],
  "positions_angstrom": [[1.9723, -1.3527, 1.9803], [0.8529, -0.6459, 2.0448], [0.4879, 0.3838, 1.2441], [2.0860, -2.1356, 2.7162], [2.7388, -1.2984, 1.2285], [0.2143, -0.6811, 2.9216], [0.4695, 0.2234, 0.2791], [-1.9085, 1.2258, -0.9504], [-0.6085, 0.7824, -1.3747], [-0.4974, -0.4105, -2.2123], [-2.5362, 1.2683, -1.8486], [-1.8849, 2.2111, -0.5010], [-2.3231, 0.5449, -0.2256], [0.2460, 1.2892, -1.2568], [0.3635, -1.0019, -1.8855], [-1.4217, -0.9754, -2.1457], [-0.2424, -0.1505, -3.2482]],
  "forces_ev_per_angstrom": [[-0.3832, -0.7397, 0.2317], [0.5831, 0.6494, 0.1912], [-0.3326, 0.3594, -0.3852], [0.1398, 0.0352, 0.1257], [-0.0487, 0.2479, -0.3539], [-0.1012, -0.3539, -0.0760], [-0.0753, -0.2406, 0.4987], [0.4053, 0.2181, -0.8458], [0.7391, -1.1030, 0.0146], [0.7614, 0.9950, 0.1427], [-0.3809, 0.1029, 0.3069], [0.1704, 0.1620, 0.0141], [-0.3987, -0.3332, 0.3187], [-0.3326, 0.6609, -0.0924], [-0.2917, -0.3554, 0.1629], [0.0752, -0.1956, -0.1207], [-0.5295, -0.1093, -0.1332]],
  "smiles": "C=CO.CNC",
  "charge": 0,
  "relative_energy_kj_mol": 230.8,
  "e_homo_ev": -8.4
}